C16H43ClO6PdSi2 | ωB97M-V/def2-TZVPD

Geometry as XYZ:
```
69
Properties=species:S:1:pos:R:3:forces:R:3
C 1.894308 -1.188581 1.971317 -0.5 -0.2 -1.0
H -3.718650 -5.137428 -1.291872 0.2 0.1 0.2
H -0.713562 -2.882712 -2.157152 -0.2 0.0 0.0
C -0.358138 -5.581474 -1.201008 -0.1 -0.1 0.0
H 1.293899 -0.295680 2.189621 0.3 -0.1 -0.1
H -0.855489 -6.104568 -2.031426 0.1 0.1 0.2
H 2.532024 3.989753 -2.409699 -0.1 -0.3 0.2
H 4.893107 3.733883 -2.023871 0.0 -0.1 0.2
H 0.495726 -5.029726 -1.620627 -0.1 -0.2 0.1
H -1.129116 6.350318 0.875303 -0.1 -0.1 0.1
H 0.813639 1.594915 -2.421799 0.3 0.1 -0.1
C 1.960854 -2.206163 -0.381698 0.0 0.0 0.8
H -4.231841 2.858229 1.428047 0.1 0.1 0.2
Si -1.523739 -4.371131 -0.327903 -0.1 -0.8 0.1
C 4.224382 3.577476 -1.169173 0.1 -0.1 -0.3
H 2.192127 -3.266485 -0.208486 0.1 0.2 -0.3
C -1.820397 5.852195 1.568596 0.0 0.2 0.1
H 2.771990 0.524452 -4.527824 -0.1 -0.1 0.1
H -3.426418 -5.889611 0.288033 0.0 0.3 -0.1
H 4.637829 2.789370 -0.530884 -0.1 0.1 -0.1
Si -2.068182 4.040527 1.128007 0.1 -0.4 0.1
O 1.212659 -1.793484 0.799264 3.1 1.2 -0.3
H 3.946731 -1.540623 0.175063 0.0 0.0 -0.2
O 2.873070 1.934524 -2.287360 -0.4 0.4 -0.2
H -2.465755 -2.681413 -1.822317 0.2 0.1 0.0
O -2.744288 -2.026224 1.954904 -0.5 0.9 -0.2
Cl -2.674261 -0.571145 1.676957 -1.4 1.4 0.6
H 0.027134 -6.334344 -0.498113 -0.1 0.2 -0.2
O -2.988743 -0.303055 0.293535 0.2 -0.2 0.9
C -3.318387 -4.956161 -0.283240 0.0 0.0 0.0
H 4.175795 4.507272 -0.599511 0.0 -0.1 0.0
C -0.527547 3.036478 1.555952 0.5 0.7 -0.8
H -3.187944 3.065697 -0.865181 0.3 0.2 0.0
H 1.525262 2.526862 -3.770298 0.1 -0.1 0.3
H 0.129352 -4.508070 1.640654 -0.2 0.0 -0.1
O -1.258202 -0.151580 1.952973 -1.0 0.2 0.2
C 1.707395 1.690223 -3.069224 -0.1 -0.1 0.0
H 2.900266 -0.924815 1.638350 -0.3 0.2 0.5
H -3.979432 4.056436 2.710369 0.0 -0.2 0.0
H 0.383860 3.664728 1.633487 -0.4 -0.3 -0.1
C 2.840078 3.220083 -1.678295 0.1 0.1 0.3
H -1.281854 -1.833528 -0.834971 -0.2 -0.2 -0.6
H -1.560907 3.664434 -1.285286 -0.2 0.1 0.0
H 2.990300 -0.297648 -0.682917 -0.1 -0.1 0.1
H -0.358964 2.251600 0.797352 0.0 0.2 0.5
H -2.775066 6.394330 1.520644 0.2 -0.1 0.0
H 2.641974 -2.918749 3.035184 -0.2 -0.1 -0.1
H 1.030197 0.222559 -4.478382 0.0 0.0 0.0
H 2.122403 -1.574645 4.036735 0.0 -0.1 0.0
H 0.901173 -2.618096 3.293756 0.1 0.2 -0.1
C 3.197890 -1.368665 -0.598640 0.2 -0.1 -0.5
H -3.154921 2.469136 2.770424 -0.1 0.4 -0.2
C -0.890220 -4.171096 1.411285 0.0 -0.9 0.5
H -2.907919 4.806739 -1.068029 0.1 -0.2 -0.1
O -3.541993 0.124532 2.574739 0.4 -0.4 -0.5
C -1.471117 -2.787400 -1.372956 0.0 0.3 0.1
H 2.120581 3.228428 -0.838254 0.0 0.0 -0.3
H 3.639017 -1.659722 -1.556899 0.0 -0.1 0.1
H -0.720587 2.603992 2.519170 0.1 -0.5 0.5
H -1.416326 5.970678 2.584620 -0.1 0.0 -0.2
C -3.481901 3.284221 2.107438 -0.2 0.1 0.2
Pd -0.682512 -2.087572 1.173123 -0.9 -1.5 -0.1
C 1.877091 -2.144193 3.135599 0.4 -0.1 0.4
C 1.908924 0.418154 -3.865001 0.2 0.0 0.0
H -1.563538 -4.382684 2.254287 0.2 0.0 -0.4
H 2.077205 -0.437262 -3.205994 0.0 0.1 -0.1
H -3.944343 -4.183225 0.188561 0.2 -0.2 -0.1
C -2.462865 3.874695 -0.696353 -0.1 0.1 -0.2
H 1.266882 -2.117961 -1.222705 0.0 0.0 0.2
```
Forces are in eV/Å.

Values from the calculation:
**LUMO energy (alpha / beta)**: 0.50 / -1.32 eV
**2S+1**: 3
**HOMO-LUMO gap (alpha / beta)**: 7.7031 / 7.8682 eV
**E_HOMO (alpha / beta)**: -7.203 / -9.193 eV
**Charge**: 0
**<S²>**: 2.01
**Energy relative to the best compared isomer or geometry (same formula, charge and spin)**: 0.000 eV

C4H7NO2 | ωB97M-V/def2-TZVPD

Geometry as XYZ:
```
14
Properties=species:S:1:pos:R:3:forces:R:3
C 1.931042 0.071134 -0.322407 0.4 0.5 -0.1
C -0.286501 -0.702411 -0.159969 -0.7 -0.4 0.0
H -1.287796 -0.726915 1.737903 0.1 -0.1 0.0
O 0.570377 1.330578 -0.772430 0.2 -0.7 0.1
H 2.523374 0.643502 -1.020423 0.2 0.1 0.1
H -2.478622 0.808766 -0.072332 0.3 0.1 0.0
H 2.015871 0.374068 0.714498 0.0 0.0 -0.2
H -1.685968 2.331951 -0.263195 0.1 -0.1 0.1
H -0.024902 -1.275914 -1.046321 0.2 0.1 0.2
C -0.810933 -1.388312 0.975026 -0.2 0.1 -0.1
H 2.080217 -1.010308 -0.444192 -0.6 0.6 -0.1
N -1.620329 1.333239 -0.144350 0.2 0.0 -0.2
O -0.715304 -2.587439 1.191521 0.0 0.0 0.0
C -0.461509 0.688374 -0.372570 0.0 -0.2 0.2
```
Forces are in eV/Å.

Values from the calculation:
**LUMO energy**: -0.25 eV
**HOMO-LUMO gap**: 7.6923 eV
**E_HOMO**: -7.941 eV
**Charge**: 0
**Energy relative to the best compared isomer or geometry (same formula, charge and spin)**: 4.265 eV

C6H14N3 | ωB97M-V/def2-TZVPD

Geometry as XYZ:
```
23
Properties=species:S:1:pos:R:3:forces:R:3
H -2.487959 -0.771929 -1.701679 -1.1 1.0 1.8
H -2.168758 -2.752972 0.913565 0.2 1.5 0.4
N 1.206421 -0.387933 -0.262467 -1.1 -1.7 -3.1
C -1.582629 -0.013571 -0.038611 0.1 -0.2 1.3
H -3.697915 -0.750227 -0.334148 0.0 0.0 0.7
C 1.348288 2.069926 -0.638087 1.6 -1.0 -3.8
H 0.731016 1.063543 1.215131 -0.1 -0.4 -2.4
H 1.502649 1.773302 -1.801117 -1.0 1.0 2.2
N -0.761496 0.881404 -0.377737 1.0 1.8 -2.6
C 0.624909 0.910984 0.000413 -1.1 1.4 3.4
H -1.203130 -2.434717 2.387536 0.2 0.2 0.6
H -3.096281 0.763453 -1.113668 -0.9 1.1 -0.5
C -1.199359 -0.756386 1.096472 0.0 -2.9 3.0
H 0.931968 -0.840487 -1.250266 1.0 1.7 2.7
H 2.934255 -1.409949 0.081747 -0.6 2.4 -0.4
H -0.464595 -0.256486 1.752741 -0.7 -0.3 -0.2
H 2.631509 0.014044 0.898409 0.6 0.5 1.2
H 3.272958 0.183958 -0.636571 -1.2 -0.7 0.5
C -1.606850 -1.975260 1.508123 0.0 -0.6 -1.5
N 2.593376 -0.368415 -0.022595 1.9 -2.7 -0.8
H 0.950982 3.072745 -0.548431 -0.6 -0.2 0.0
C -2.870794 -0.189622 -0.728895 1.8 -1.6 -3.1
H 2.411434 2.174593 -0.399865 -0.1 -0.1 0.8
```
Forces are in eV/Å.

Values from the calculation:
**LUMO energy**: -3.81 eV
**Structure (SMILES)**: C=C/C(C)=N\[C@H](C)N[NH3+]
**HOMO-LUMO gap**: 8.9980 eV
**E_HOMO**: -12.804 eV
**Charge**: +1
**Energy relative to the best compared isomer or geometry (same formula, charge and spin)**: 4.366 eV

C3H5NO2S | ωB97M-V/def2-TZVPD

Geometry as XYZ:
```
12
Properties=species:S:1:pos:R:3:forces:R:3
O -1.520053 -0.774481 -0.284619 -0.9 -0.6 -0.3
C 0.334907 -0.485888 1.105798 -0.6 1.0 0.0
O 0.513373 -1.259738 2.007885 0.3 0.0 -0.5
H 0.772048 1.319810 2.007157 0.7 0.5 1.1
H -1.836804 0.108851 -0.154278 -0.4 1.0 0.2
H 1.378136 0.133473 -1.495674 0.6 0.3 -0.7
C -0.126789 -0.746984 -0.375234 -0.3 -2.5 1.6
N 0.260383 0.912355 1.275471 -0.2 -1.8 -0.8
C 0.361173 0.357681 -1.252158 -0.4 -0.7 0.6
H 0.066571 -1.826627 -0.611220 0.7 1.2 -0.3
H -0.374082 0.487893 -2.044973 0.6 -0.1 -0.4
S 0.171137 1.773653 -0.178153 -0.1 1.7 -0.4
```
Forces are in eV/Å.

Values from the calculation:
**LUMO energy**: 0.63 eV
**Structure (SMILES)**: O=C1NSC[C@@H]1O
**HOMO-LUMO gap**: 9.4344 eV
**E_HOMO**: -8.801 eV
**Charge**: 0
**Energy relative to the best compared isomer or geometry (same formula, charge and spin)**: 0.922 eV

C13H18N5O4S2Ti | ωB97M-V/def2-TZVPD

Geometry as XYZ:
```
43
Properties=species:S:1:pos:R:3:forces:R:3
C -3.038492 -0.724001 0.260431 -0.5 -0.8 0.2
C -4.559547 -2.559245 0.857574 0.0 -0.2 0.1
C 0.538817 -0.529772 -2.370916 0.3 -0.2 -0.1
C 0.955872 3.033243 1.102547 -0.3 -0.6 -0.6
H 1.324501 6.816604 1.782680 0.0 0.0 0.0
C 0.547846 5.322194 0.412875 -0.1 0.0 -0.1
H 1.463252 -1.712790 1.530104 0.0 0.0 0.0
H -5.516005 -3.054507 0.736165 0.0 0.0 0.0
H -3.737933 -4.025244 2.260256 0.0 0.0 0.0
N 1.978034 3.499593 2.056768 0.0 -0.3 -0.1
H -0.425065 -0.933763 -2.700703 0.0 0.0 0.0
N 0.743346 -0.799207 -0.957983 0.0 0.3 0.0
H 0.692802 4.832139 3.106868 0.0 0.0 0.0
C -2.411001 -2.420069 1.841959 -0.1 -0.1 0.1
H 3.173157 -1.325566 1.199121 0.0 0.0 0.0
S -2.590901 0.626165 -0.632681 -0.3 0.1 -0.2
N -2.170450 -1.264816 1.185797 0.1 0.3 0.0
N 0.911280 3.973800 0.010120 -0.2 0.2 0.4
O 0.389952 1.704509 -1.556996 -0.6 -0.4 -0.2
H 0.310711 3.616352 -0.719159 0.2 0.0 -0.1
O 0.554438 1.445964 -3.770900 -0.1 -0.2 -0.1
O -1.067054 -0.619526 1.490955 -0.1 -0.5 0.0
H 1.329116 -0.953408 -2.996246 -0.1 0.0 0.0
H 1.938002 2.859259 2.840675 0.0 0.0 0.0
N 1.771941 0.318000 1.248280 0.0 -0.5 0.1
H -5.000479 -0.984840 -0.525102 0.0 0.0 0.0
Ti -0.189424 0.745780 0.199739 1.7 2.0 0.6
H -1.589029 -2.726456 2.471384 0.0 0.0 0.0
C 0.486175 0.995014 -2.630642 0.2 0.1 0.4
H -0.454267 5.359057 0.879147 0.0 0.0 0.0
C 2.136426 -1.067143 0.960919 0.0 -0.1 -0.2
O 2.777939 -1.879377 -1.227294 0.1 0.0 0.1
C -4.284670 -1.415645 0.162271 0.4 0.4 -0.2
H 2.404585 0.992295 0.834825 -0.1 0.1 0.0
C -3.589518 -3.105019 1.715515 0.1 0.3 -0.2
H 2.556543 5.859638 0.925968 0.0 0.0 0.0
H 2.440122 5.140527 3.287002 0.0 0.0 0.0
C 1.579718 5.813643 1.419326 0.0 0.0 0.0
C 1.660977 4.831599 2.577107 0.0 0.0 0.1
H 0.538941 5.979713 -0.465563 0.0 0.0 0.0
H 1.653150 0.553079 2.226025 0.0 -0.1 0.0
C 1.910521 -1.299608 -0.550780 -0.3 -0.1 -0.2
S -0.578076 2.496887 1.913830 -0.3 0.3 0.2
```
Forces are in eV/Å.

Values from the calculation:
**LUMO energy (alpha / beta)**: 4.56 / 4.56 eV
**2S+1**: 2
**HOMO-LUMO gap (alpha / beta)**: 3.3407 / 3.5907 eV
**E_HOMO (alpha / beta)**: 1.222 / 0.964 eV
**Charge**: -2
**<S²>**: 0.86
**Energy relative to the best compared isomer or geometry (same formula, charge and spin)**: 2.982 eV

C3H4N2O | ωB97M-V/def2-TZVPD

Geometry as XYZ:
```
10
Properties=species:S:1:pos:R:3:forces:R:3
H 0.834557 -1.424071 -0.164438 -0.1 0.0 -0.1
C 0.075859 0.915328 1.014062 -0.1 -0.2 0.1
O -0.398002 -1.954784 -1.683910 0.3 0.3 0.3
H 0.691407 1.621960 1.579584 -0.1 -0.1 0.0
N -0.547326 -0.075381 1.507857 0.2 0.3 0.0
C 0.136582 -1.139793 -0.971510 -0.1 -0.2 -0.2
C -0.080714 0.335296 -1.207031 0.0 0.2 0.1
H -0.377253 -0.145506 2.510670 0.0 0.0 -0.1
N -0.052218 1.264697 -0.338390 0.0 -0.3 -0.2
H -0.282892 0.602253 -2.246895 0.0 0.0 0.1
```
Forces are in eV/Å.

Values from the calculation:
**LUMO energy**: -0.41 eV
**Structure (SMILES)**: [H]/N=C/N=C\C=O
**HOMO-LUMO gap**: 9.4029 eV
**E_HOMO**: -9.815 eV
**Charge**: 0
**Energy relative to the best compared isomer or geometry (same formula, charge and spin)**: 2.052 eV